w:
Computed, not measured: 40 unconnected molecules or ions with the total composition H80O40, with the ωB97M-V functional and the def2-TZVPD basis.

Values from the calculation:
HOMO-LUMO gap ... 9.748 eV
HOMO ... -0.384 Eh
Total charge ... 0

Last column: Löwdin charge in e.
Element x y z (Å)
H1 -2.40714 0.38463 -3.71039  0.0412
H2 -1.66328 -0.75859 -2.88386  0.0092
O1 -1.82756 0.17532 -2.98587  -0.0174
H3 6.88748 0.93487 -0.58612  0.0346
H4 6.34042 -0.45886 -0.52100  0.0447
O2 6.06653 0.47846 -0.42045  -0.0527
H5 -2.70372 -1.83090 -2.84416  -0.0200
H6 -2.86537 -2.86316 -1.79610  0.0072
O3 -2.92879 -2.75606 -2.74233  -0.0273
H7 -6.16721 -0.49520 0.33860  0.0190
H8 -6.89935 -1.41159 -0.63107  0.0211
O4 -6.85733 -0.51987 -0.31456  -0.0253
H9 -1.78049 -6.15267 0.98492  0.0533
H10 -1.94202 -5.62085 -0.51076  0.0224
O5 -2.36734 -6.07146 0.21161  -0.0597
H11 3.95000 0.16252 2.19622  0.0549
O6 3.29204 0.81091 1.76353  -0.0811
H12 -2.16778 1.99477 0.71690  0.0628
O7 -2.51797 2.74817 0.16705  -0.0566
H13 3.94415 2.04686 4.77950  0.0168
H14 4.63777 0.87417 4.38746  0.0386
O8 4.07746 1.16732 5.13008  -0.0539
H15 0.52747 6.43524 -1.05306  0.0565
H16 0.61462 6.15105 0.36984  0.0347
O9 0.32332 5.71655 -0.43328  -0.0460
H17 -4.40500 3.18474 -2.56012  0.0253
H18 -4.77179 4.55385 -1.92799  0.0244
O10 -4.16475 4.13019 -2.52919  -0.0638
H19 0.95570 -1.91659 1.52478  0.0266
H20 0.34139 -3.35133 1.23316  -0.0053
O11 0.83398 -2.60422 0.88258  -0.0446
H21 0.52653 1.16003 -2.73144  0.0342
O12 1.12441 1.37122 -3.45570  -0.0563
H22 3.91014 1.35132 -2.11236  0.0908
H23 2.90588 2.00418 -1.25515  0.0272
O13 3.62358 2.24817 -1.83583  -0.0357
H24 3.24055 -1.37732 2.94875  0.0075
H25 3.61287 -2.27759 1.80481  0.0217
O14 3.97175 -1.89382 2.63853  -0.0571
H26 3.33525 -2.31369 -4.91082  -0.0210
H27 3.45610 -2.57194 -3.49303  0.0032
O15 3.47170 -3.04680 -4.35799  -0.0472
H28 1.93815 -0.07657 -4.46492  0.0023
H29 1.46965 -0.88504 -5.80409  0.1170
O16 2.02836 -0.86644 -4.97093  -0.0697
H30 -3.91695 2.12186 4.92172  0.0439
H31 -3.97219 1.83545 3.56387  0.0672
O17 -3.54198 1.39607 4.36195  -0.1063
H32 -1.12950 3.94974 3.79883  0.0047
H33 -0.37200 4.60985 2.57763  0.0908
O18 -0.40963 3.76547 3.16223  -0.0788
H34 -0.66197 0.29013 1.13394  0.0437
O19 -0.57404 0.93656 0.42231  -0.0930
H35 -3.64089 4.49991 3.62987  0.0470
H36 -2.34663 4.27358 3.89488  0.0117
O20 -3.19717 3.97296 4.30005  -0.0578
H37 -1.95156 -3.70498 4.89434  -0.0057
O21 -1.04193 -4.01550 4.84312  -0.0530
H38 1.17862 -2.32102 -4.66897  -0.0201
H39 0.23762 -3.22997 -3.84891  0.0183
O22 0.27133 -2.70275 -4.64173  -0.0851
H40 1.73385 3.34697 -0.46595  0.0279
H41 2.69110 3.46814 0.67627  0.0475
O23 1.82809 3.03669 0.44392  -0.0651
H42 -4.05438 -1.50284 3.08255  0.0404
H43 -2.53415 -1.69768 3.06572  0.0769
O24 -3.39521 -2.16618 3.29301  -0.0687
H44 -1.95051 -3.97321 0.59187  0.0294
H45 -1.67012 -3.56124 2.07369  0.0336
O25 -1.30901 -3.96972 1.29327  -0.0384
H46 -3.75884 -2.02333 -4.78313  0.0062
H47 -3.71416 -0.90720 -5.83717  0.0595
O26 -4.29068 -1.33734 -5.17767  -0.0402
H48 4.89907 -2.65167 -2.49506  0.0076
H49 4.97889 -1.13929 -2.21176  0.0112
O27 5.48949 -1.94775 -2.21390  -0.0450
H50 3.60733 2.75354 -4.65829  0.0515
H51 3.11097 3.01188 -3.12894  0.0039
O28 3.22150 3.39201 -4.05003  -0.0944
H52 1.99579 3.39594 -5.33798  0.0198
H53 0.48717 3.32025 -6.03699  0.0600
O29 1.17462 2.89905 -5.51218  -0.0729
H54 4.49611 -4.02747 0.86984  0.0039
H55 5.03588 -3.56570 -0.43139  0.0281
O30 4.75942 -3.21130 0.41512  -0.0786
H56 -5.41116 0.43861 -1.73242  0.0263
H57 -4.99623 -0.20316 -3.07170  -0.0055
O31 -5.28187 0.62983 -2.69867  -0.0652
H58 -0.15764 0.80133 4.19702  -0.0102
O32 -0.68959 0.05338 3.88974  -0.0520
H59 2.87615 -2.40153 -1.17303  0.0570
H60 2.11762 -1.03399 -1.01352  0.0515
O33 2.66805 -1.54982 -1.65031  -0.0737
H61 0.38199 1.19098 0.17742  0.0909
H62 2.97810 1.16684 2.59987  0.0083
H63 -0.82525 -4.85337 5.21373  0.0164
H64 -1.95146 3.12165 -0.48530  0.0403
H65 0.85634 2.15210 -3.93083  -0.0005
H66 -1.50606 0.37291 4.26298  -0.0158
O34 1.16534 2.07147 4.69088  -0.0743
H67 0.99320 1.99958 5.63413  0.0588
H68 1.24828 3.03911 4.44984  0.0693
O35 -2.91350 -2.19084 5.66292  -0.0711
H69 -2.60132 -1.41306 6.14101  0.0549
H70 -3.57374 -1.69061 5.16756  0.0230
O36 -2.50764 5.00686 1.49545  -0.0859
H71 -1.88863 5.51694 0.89429  0.0580
H72 -2.72734 4.19517 1.04576  -0.0319
O37 4.98310 3.72436 0.38092  -0.0719
H73 4.97739 3.65519 -0.58884  0.0317
H74 4.60235 2.84483 0.57327  0.0075
O38 -5.44930 -3.47299 -0.35275  -0.0626
H75 -5.10736 -4.30776 -0.68661  0.0378
H76 -4.59753 -3.00209 -0.10481  0.0485
O39 3.12701 -5.05171 0.98211  -0.0423
H77 3.05029 -5.93288 1.31568  0.0509
H78 2.27929 -4.54509 0.92978  0.0607
O40 -2.16017 -0.84554 -0.30592  -0.0780
H79 -1.78652 -0.03262 -0.64010  -0.0132
H80 -3.07744 -0.54638 -0.03066  0.0744



x:
Computed, not measured: 40 unconnected molecules or ions with the total composition H80O40, with the ωB97M-V functional and the def2-TZVPD basis.

Values from the calculation:
HOMO-LUMO gap ... 9.643 eV
HOMO ... -0.382 Eh
Total charge ... 0

Last column: Löwdin charge in e.
Element x y z (Å)
H1 -2.90102 -1.32939 -4.91961  0.0094
H2 -1.83294 -0.15630 -5.14537  0.0997
O1 -2.32468 -0.95485 -5.59133  -0.0790
H3 -3.65720 -2.08641 5.52314  0.1956
H4 -2.40986 -1.29680 4.64480  -0.0133
O2 -3.00979 -2.01155 4.61564  -0.1033
H5 2.41214 -2.24856 -5.51756  -0.1332
H6 3.12216 -2.90926 -4.52520  -0.0604
O3 3.06321 -2.24625 -5.03718  0.1368
H7 -1.65274 0.78089 -1.76649  -0.0503
H8 -2.64662 0.06401 -0.77368  0.0905
O4 -2.48707 0.32279 -1.76550  -0.0945
H9 0.61563 1.00668 -2.74980  -0.0214
H10 0.55136 -0.56040 -2.34137  0.1572
O5 0.69022 0.44280 -2.02101  -0.0551
H11 3.48877 3.61683 2.91942  -0.0344
O6 3.78451 3.72890 3.82148  -0.1597
H12 -2.12122 -3.83314 1.58232  -0.1044
O7 -1.86130 -4.63114 1.74102  -0.0013
H13 1.95269 2.57247 0.36652  -0.0240
H14 2.21557 1.25494 -0.13724  -0.0424
O8 1.91623 1.70164 0.60710  -0.0015
H15 3.68855 -1.61043 -0.87383  0.0369
H16 3.91364 -0.69142 0.16201  0.0280
O9 3.35581 -1.49072 0.01730  -0.0454
H17 -0.32802 1.28504 -0.78884  -0.0678
H18 -0.66735 -0.01753 0.11340  0.1281
O10 -0.71200 1.06119 0.01446  -0.0963
H19 1.20526 -3.43956 0.79659  -0.0470
H20 2.71547 -3.44777 0.98506  -0.0210
O11 1.99345 -3.66712 0.47007  0.0252
H21 -2.88999 4.40315 -3.26545  0.1066
O12 -3.65630 3.83576 -2.87834  -0.0976
H22 0.58444 -1.53328 -6.76683  0.0195
H23 -0.26363 -2.14137 -5.73689  0.0583
O13 0.65880 -2.13778 -6.08244  -0.0094
H24 3.36990 -5.53881 1.71141  0.1071
H25 2.81409 -4.56019 2.70803  0.0435
O14 3.70807 -4.89372 2.44604  -0.1032
H26 1.19742 2.60552 5.15978  0.0682
H27 0.44733 3.60402 4.47070  0.0790
O15 1.19827 3.01197 4.25985  -0.0829
H28 1.88381 1.68903 -4.96684  0.0650
H29 0.51095 2.47700 -4.68045  -0.0588
O16 0.96067 1.73573 -4.68610  0.0001
H30 -4.34924 -3.62962 2.42199  -0.0588
H31 -4.09448 -5.03147 2.03993  0.0802
O17 -4.38143 -4.15609 1.74921  0.0213
H32 -4.18257 -0.71270 2.78092  0.0344
H33 -4.68475 -1.08953 1.22928  -0.0038
O18 -4.61518 -0.50497 1.94190  -0.0317
H34 4.32035 1.41387 3.29742  0.0294
O19 4.53904 0.59248 3.83470  -0.1017
H35 -5.36893 0.57360 -3.73308  0.0128
H36 -4.22683 -0.57889 -3.51602  0.0501
O20 -5.21883 -0.35404 -3.69417  -0.0788
H37 -1.10704 4.08378 -0.05835  0.0031
O21 -1.88429 4.26329 0.48087  -0.0518
H38 2.10435 5.60723 -0.10621  -0.0394
H39 2.94622 5.65698 1.30276  -0.0314
O22 2.87728 5.43978 0.42610  -0.0315
H40 4.21430 2.46251 -0.33027  0.1090
H41 3.78047 1.84771 -1.76761  0.1113
O23 3.93853 1.62040 -0.80135  -0.0950
H42 -0.75497 -2.94465 1.03749  -0.0821
H43 -1.16968 -2.20450 0.02894  0.1076
O24 -1.20120 -2.19456 1.06121  -0.0168
H44 -5.51404 0.75273 0.46498  0.0449
H45 -4.63805 1.96487 0.27774  0.0585
O25 -4.83788 1.09777 -0.17020  -0.0918
H46 5.09887 1.16272 0.37942  -0.0052
H47 5.10701 0.65117 1.68182  -0.0940
O26 5.56590 0.54094 0.95204  0.0209
H48 2.06638 0.43878 -3.36279  -0.0546
H49 2.23138 -0.73028 -4.17562  0.0046
O27 2.71151 0.04742 -3.89508  -0.0396
H50 -1.75092 -3.45086 4.62001  -0.0640
H51 -0.44971 -3.60654 4.04809  0.0026
O28 -0.91124 -3.23826 4.75299  0.0103
H52 0.87105 5.67298 -1.84587  -0.0039
H53 0.23844 6.32023 -0.63160  0.1481
O29 0.64260 5.43498 -0.98364  -0.0368
H54 -3.13376 -3.52034 -1.41011  0.0522
H55 -2.94703 -2.19941 -1.90584  -0.0289
O30 -2.43387 -2.94935 -1.81255  -0.0445
H56 -1.66572 1.27774 3.04522  0.0990
H57 -2.81654 2.13295 2.31293  -0.0495
O31 -2.33413 2.08223 3.07793  -0.0408
H58 1.50010 4.99974 -3.59173  0.0226
O32 2.08262 4.26005 -3.41829  -0.0525
H59 0.27560 -4.58610 -1.02007  0.0867
H60 -0.74496 -4.15989 -2.03798  -0.0656
O33 -0.73160 -4.53551 -1.24039  -0.0527
H61 4.17959 -0.18380 3.26827  0.0645
H62 2.96296 2.98475 4.24441  0.1539
H63 -2.07852 3.38557 0.84310  0.0076
H64 -1.99962 -5.43484 1.19351  0.1007
H65 -3.87033 4.03092 -1.92689  0.0755
H66 2.39819 4.02300 -4.33172  0.0710
O34 1.16746 5.67004 2.73213  -0.1038
H67 0.75308 5.47118 1.83509  0.0438
H68 1.45477 4.67763 2.76899  0.0529
O35 1.55094 -2.73667 -2.46891  -0.0183
H69 2.14080 -2.15148 -2.10071  -0.0421
H70 2.09024 -3.26242 -3.16498  0.1037
O36 -0.01452 -1.01337 3.58486  0.0492
H71 0.68107 -1.48603 3.67195  -0.0660
H72 -0.46493 -1.47725 2.88734  0.0106
O37 -1.43971 2.53953 -3.14927  -0.0567
H73 -1.10299 1.68146 -2.84346  -0.0103
H74 -2.29012 2.73390 -2.73662  -0.0093
O38 4.78695 -2.68627 4.04218  -0.0383
H75 3.83277 -2.49638 4.24299  0.0566
H76 4.89085 -3.39695 3.46320  -0.0339
O39 -0.36041 0.98173 5.63836  -0.0653
H77 -0.75689 1.02621 4.75503  -0.0074
H78 -0.70561 0.07659 5.80342  0.0460
O40 -5.09864 -3.87187 -0.65373  -0.0820
H79 -5.53743 -3.62569 -1.47400  0.0558
H80 -4.72974 -3.24741 0.01963  0.0326



Relative energy of each structure, in kcal/mol: w 0.0; x 237.5.